Formula: C28H43AsKN2O3S2
Source: OMol25
Level of theory: the ωB97M-V functional and the def2-TZVPD basis

The calculation puts the largest force on an atom at 6.4 eV/A. The calculation puts the highest occupied orbital energy (alpha / beta) at -0.01499 / -0.01501 Ha. For the lowest unoccupied orbital energy (alpha / beta), the calculation gives 1.575 / 1.575 eV. Its total energy is -137683.9925 eV. The orbital gap (alpha / beta) is 1.98 / 1.98 eV.

Structure (ORCA input):
```
! RIJCOSX wB97M-V def2-TZVPD def2/J DEFGRID3
* xyz -1 1
K -0.736 2.095 1.820
C 2.231 1.071 3.972
O 1.350 2.194 3.744
C 2.148 3.387 3.583
C 1.142 4.520 3.421
O 0.719 4.384 2.051
C -0.196 5.336 1.543
C -0.319 5.147 0.036
O -1.164 4.005 -0.136
C -1.850 3.955 -1.384
H 3.097 1.425 4.518
H 2.618 0.590 3.030
H 1.719 0.360 4.700
H 2.888 3.369 2.779
H 2.697 3.567 4.525
H 1.642 5.544 3.521
H 0.394 4.494 4.259
H 0.147 6.377 1.804
H -1.230 5.258 1.983
H 0.703 5.053 -0.430
H -0.871 6.049 -0.356
H -1.262 4.301 -2.248
H -2.797 4.573 -1.262
H -2.222 2.948 -1.589
S 0.417 -0.065 -0.343
C -0.551 -1.398 -0.308
N -0.398 -2.481 -1.147
C -1.034 -3.752 -0.736
C -2.491 -3.624 -0.386
N -2.624 -2.493 0.573
C -3.941 -2.134 1.099
C -4.514 -0.748 0.719
C -4.366 -0.264 -0.605
C -4.859 0.944 -0.954
C -5.681 1.652 -0.037
C -5.914 1.160 1.249
C -5.390 -0.101 1.587
C -1.599 -1.614 0.729
S -1.244 -0.992 2.315
C 0.377 -2.440 -2.327
C -0.402 -1.894 -3.509
C -1.412 -2.723 -4.069
C -2.083 -2.278 -5.206
C -1.929 -0.961 -5.696
C -1.053 -0.154 -5.040
C -0.273 -0.582 -3.923
H -0.485 -4.265 0.098
H -1.041 -4.448 -1.596
H -2.809 -4.474 0.187
H -3.186 -3.439 -1.225
H -3.897 -2.059 2.249
H -4.689 -2.936 0.866
H -3.870 -0.925 -1.291
H -4.606 1.378 -1.908
H -6.287 2.493 -0.397
H -6.353 1.831 1.969
H -5.584 -0.486 2.596
H 0.660 -3.479 -2.555
H 1.229 -1.726 -2.182
H -1.518 -3.680 -3.631
H -2.814 -2.950 -5.670
H -2.603 -0.566 -6.510
H -0.843 0.797 -5.529
H 0.312 0.091 -3.348
C 7.853 -2.757 1.279
As 7.530 -1.091 0.338
C 7.938 -1.739 -1.556
C 5.527 -1.463 0.300
H 8.919 -2.964 1.487
H 7.466 -3.576 0.630
H 7.298 -2.694 2.223
H 7.285 -2.581 -1.796
H 9.059 -1.960 -1.776
H 7.697 -0.881 -2.180
H 5.368 -2.550 0.125
H 5.153 -0.807 -0.466
H 5.048 -1.140 1.222
C -1.144 -2.366 3.178
H -0.563 -2.553 4.037
H -1.932 -3.094 2.966
*
```